a) Here is the molecule CH3NOP2S from OMol25. Energies are from ωB97M-V with the def2-TZVPD basis set.

Its HOMO-LUMO gap is 0.310 Ha. Its structure (SMILES) is c1ns[pH]o[pH]1. The LUMO energy is -0.29 eV.

Structure (ORCA input):
```
! RIJCOSX wB97M-V def2-TZVPD def2/J DEFGRID3
* xyz 0 1
C 0.648 0.946 0.934
N -0.406 1.527 0.543
O -0.259 -1.571 0.145
P 1.186 -0.777 0.661
P -1.609 -1.186 -0.740
S -1.616 1.143 -0.506
H 1.184 1.347 1.825
H 1.695 -0.287 -0.910
H -0.823 -1.142 -1.954
*
```

b) Here is a cluster of 2 separate species, CH3NOP2S in total from OMol25. Energies are from ωB97M-V with the def2-TZVPD basis set.

Its HOMO-LUMO gap (alpha / beta) is 0.283 / 0.271 Ha. The LUMO energy (alpha / beta) is -1.26 / -0.94 eV.

Structure (ORCA input):
```
! RIJCOSX wB97M-V def2-TZVPD def2/J DEFGRID3
* xyz 0 1
C 0.554 -0.780 -0.733
N -0.516 -1.490 -0.594
O -0.666 1.442 -0.156
P 0.784 0.991 -0.816
P -1.596 0.724 1.156
S -1.891 -1.169 0.154
H 1.202 -1.379 -1.346
H 2.627 1.389 0.589
H -0.498 0.273 1.745
*
```

a) ends up most stable, edging out the next structure by 1.767 eV.